C4H9NO2 | ωB97M-V/def2-TZVPD

Geometry as XYZ:
```
16
Properties=species:S:1:pos:R:3:mulliken_charge:R:1
C -0.75 -0.87 1.77 -1.369
C 0.21 -0.21 0.77 0.250
O 1.10 0.71 1.42 -0.562
C -0.59 0.63 -0.24 -0.636
N 0.18 0.90 -1.43 -0.117
C 0.64 -0.10 -2.24 -0.080
O 0.36 -1.27 -2.12 -0.529
H -1.18 -1.70 1.20 0.358
H -0.07 -1.25 2.53 0.338
H -1.52 -0.22 2.17 0.334
H 0.73 -1.05 0.31 0.382
H 1.93 0.63 0.97 0.322
H -0.82 1.51 0.36 0.410
H -1.54 0.15 -0.50 0.287
H 0.17 1.81 -1.85 0.235
H 1.15 0.32 -3.12 0.377
```

The orbital gap is 0.3899 Eh. The calculation puts the LUMO energy at 0.777 eV. The calculation puts the relative energy (zero: lowest compared OMol25 entry of this formula, charge and spin) at 26.7 kcal per mole. Its SMILES is C[C@H](O)CNC=O.

---

C4H9NO2 | ωB97M-V/def2-TZVPD

Geometry as XYZ:
```
16
Properties=species:S:1:pos:R:3:mulliken_charge:R:1
C -1.57 -0.13 -1.26 -1.432
C -0.59 0.58 -0.33 0.427
O -1.26 1.48 0.53 -0.551
C 0.16 -0.41 0.57 -0.701
C 1.45 -0.94 -0.03 0.465
N 2.39 0.02 -0.29 -0.375
O 1.63 -2.12 -0.28 -0.618
H -2.36 -0.59 -0.67 0.354
H -1.07 -0.91 -1.85 0.345
H -2.03 0.58 -1.97 0.401
H 0.15 1.13 -0.94 0.249
H -1.79 2.07 -0.01 0.335
H 0.39 0.11 1.51 0.375
H -0.47 -1.27 0.81 0.266
H 3.31 -0.30 -0.57 0.241
H 2.30 0.95 0.09 0.220
```

The orbital gap is 0.3902 Eh. The calculation puts the LUMO energy at 0.757 eV. The calculation puts the relative energy (zero: lowest compared OMol25 entry of this formula, charge and spin) at 11.7 kcal per mole. Its SMILES is C[C@@H](O)CC(N)=O.

---

C4H9NO2 | ωB97M-V/def2-TZVPD

Geometry as XYZ:
```
16
Properties=species:S:1:pos:R:3:mulliken_charge:R:1
C -0.54 -2.38 -0.33 -0.910
N 0.15 -1.14 -0.09 -0.619
C -0.40 -0.12 0.42 0.063
O 0.20 0.47 1.83 -0.414
C 1.03 1.16 1.12 -0.424
C 0.09 1.39 -0.65 -0.446
O 0.89 0.84 -1.63 -0.530
H -0.81 -2.50 -1.39 0.276
H 0.12 -3.22 -0.07 0.288
H -1.45 -2.48 0.27 0.320
H -1.45 0.09 0.64 0.522
H 1.31 2.15 1.51 0.443
H 1.79 0.66 0.51 0.360
H -0.95 1.59 -0.96 0.360
H 0.49 2.39 -0.42 0.328
H 0.83 -0.14 -1.46 0.383
```

The orbital gap is 0.3174 Eh. The calculation puts the LUMO energy at 0.104 eV. The calculation puts the relative energy (zero: lowest compared OMol25 entry of this formula, charge and spin) at 154.3 kcal per mole.